Below is a structure of composition C54H57N3O7P4S5SiZr in a non-equilibrium geometry, with properties calculated with ωB97M-V/def2-TZVPD.

Atoms and positions in Å:
Zr (0.217, 0.910, 0.039)
C (3.678, 0.075, -1.917)
Si (1.833, -0.520, -1.652)
C (1.470, -1.209, -3.429)
C (2.233, -1.059, -4.578)
C (1.851, -1.653, -5.769)
C (0.708, -2.433, -5.821)
C (-0.086, -2.569, -4.695)
C (0.284, -1.935, -3.520)
P (-0.784, -1.747, -2.039)
C (-1.902, -0.511, -2.804)
C (-1.461, 0.324, -3.831)
C (-2.303, 1.277, -4.374)
C (-3.586, 1.438, -3.882)
C (-4.024, 0.632, -2.845)
C (-3.193, -0.334, -2.312)
C (-1.715, -3.314, -2.266)
C (-0.971, -4.449, -1.948)
C (-1.507, -5.713, -2.093)
C (-2.806, -5.865, -2.552)
C (-3.551, -4.744, -2.868)
C (-3.016, -3.474, -2.723)
C (2.344, -2.238, -0.853)
C (3.051, -3.158, -1.625)
C (3.588, -4.312, -1.086)
C (3.433, -4.583, 0.266)
C (2.720, -3.699, 1.051)
C (2.168, -2.543, 0.496)
P (1.146, -1.474, 1.579)
C (-0.158, -2.667, 2.077)
C (-0.344, -3.893, 1.454)
C (-1.390, -4.719, 1.827)
C (-2.252, -4.338, 2.837)
C (-2.086, -3.107, 3.454)
C (-1.065, -2.265, 3.060)
C (2.202, -1.543, 3.095)
C (3.524, -1.115, 2.963)
C (4.354, -1.041, 4.066)
C (3.876, -1.370, 5.326)
C (2.564, -1.789, 5.469)
C (1.736, -1.879, 4.364)
H (4.284, -0.647, -2.461)
H (3.710, 1.019, -2.453)
H (4.150, 0.251, -0.954)
H (3.126, -0.454, -4.549)
H (2.442, -1.509, -6.663)
H (0.422, -2.914, -6.745)
H (-0.995, -3.154, -4.736)
H (-0.449, 0.250, -4.202)
H (-1.932, 1.911, -5.168)
H (-4.238, 2.201, -4.288)
H (-5.009, 0.767, -2.420)
H (-3.540, -0.933, -1.484)
H (0.050, -4.319, -1.609)
H (-0.916, -6.583, -1.847)
H (-3.230, -6.853, -2.669)
H (-4.560, -4.858, -3.237)
H (-3.605, -2.611, -2.992)
H (3.184, -2.955, -2.679)
H (4.135, -5.006, -1.713)
H (3.862, -5.473, 0.707)
H (2.577, -3.901, 2.106)
H (0.316, -4.205, 0.662)
H (-1.523, -5.664, 1.318)
H (-3.066, -4.983, 3.136)
H (-2.762, -2.791, 4.235)
H (-0.992, -1.276, 3.499)
H (3.894, -0.846, 1.980)
H (5.379, -0.718, 3.946)
H (4.518, -1.294, 6.193)
H (2.175, -2.042, 6.446)
H (0.722, -2.219, 4.503)
C (0.069, 5.751, -2.287)
C (1.394, 5.125, -1.876)
O (1.549, 5.066, -0.478)
P (1.072, 3.780, 0.468)
S (-0.483, 2.373, -1.865)
S (2.458, 2.347, -0.093)
O (1.730, 4.360, 1.854)
C (3.122, 4.550, 2.016)
C (3.559, 5.972, 1.707)
H (0.030, 5.815, -3.371)
H (-0.032, 6.746, -1.856)
H (-0.750, 5.127, -1.942)
H (2.227, 5.741, -2.241)
H (1.482, 4.121, -2.309)
H (3.645, 3.855, 1.349)
H (3.359, 4.291, 3.055)
H (3.203, 6.240, 0.718)
H (4.644, 6.036, 1.724)
H (3.144, 6.670, 2.430)
C (-6.536, 1.587, 0.296)
C (-5.127, 1.468, 0.868)
O (-4.640, 0.182, 0.560)
P (-3.561, -0.643, 1.526)
S (-1.780, 2.560, -0.307)
S (-1.808, -0.703, 0.450)
O (-4.030, -2.147, 1.070)
C (-5.097, -2.825, 1.687)
C (-6.457, -2.354, 1.190)
H (-6.956, 2.564, 0.530)
H (-7.181, 0.815, 0.713)
H (-6.509, 1.460, -0.784)
H (-5.156, 1.612, 1.954)
H (-4.468, 2.228, 0.430)
H (-5.040, -2.713, 2.775)
H (-4.953, -3.879, 1.428)
H (-6.633, -1.332, 1.515)
H (-7.245, -2.995, 1.583)
H (-6.468, -2.383, 0.103)
O (-2.671, -0.554, 8.473)
S (-1.661, -0.086, 9.408)
O (-1.951, 1.212, 10.015)
O (-1.207, -1.105, 10.345)
C (-0.187, 0.344, 8.417)
N (0.932, 0.506, 9.108)
C (1.970, 1.008, 8.459)
C (1.927, 1.327, 7.114)
C (0.717, 1.066, 6.457)
N (-0.335, 0.593, 7.134)
C (0.551, 1.255, 5.021)
C (1.653, 1.343, 4.163)
C (1.448, 1.400, 2.806)
N (0.235, 1.431, 2.233)
C (-0.828, 1.416, 3.054)
C (-0.720, 1.307, 4.427)
H (2.871, 1.165, 9.045)
H (2.777, 1.769, 6.615)
H (2.662, 1.303, 4.540)
H (2.297, 1.432, 2.128)
H (-1.800, 1.485, 2.565)
H (-1.593, 1.249, 5.061)

Atoms 1-3, force components in eV/Å:
-1.3 1.4 -1.0
-0.6 0.0 0.1
1.8 -0.6 -0.6

The multiplicity is 1. For the LUMO energy, the calculation gives 3.2 eV. The calculation puts the energy relative to the best compared isomer or geometry (same formula, charge and spin) at 55.3 kcal per mole. Its net charge is -2. For the HOMO energy, the calculation gives -2.0 eV.

Below is a structure of composition C34H31AsN5O6S2Ti, with properties calculated with ωB97M-V/def2-TZVPD.

Atoms and positions in Å:
Ti (0.751, 0.362, 0.727)
N (-2.019, 2.017, 3.800)
C (-0.926, 1.617, 3.013)
S (-0.922, 2.277, 1.369)
N (-0.063, 0.844, 3.556)
N (0.939, 0.375, 2.707)
C (2.086, 0.046, 3.325)
C (3.301, -0.324, 2.808)
C (4.423, -0.399, 3.727)
C (5.704, -0.343, 3.328)
C (5.971, -0.198, 1.905)
C (4.982, -0.322, 1.024)
N (3.650, -0.590, 1.426)
H (-2.307, 2.961, 3.588)
H (-1.828, 1.875, 4.782)
H (2.056, 0.147, 4.409)
H (4.173, -0.421, 4.782)
H (6.513, -0.345, 4.044)
H (6.966, 0.021, 1.545)
H (5.114, -0.260, -0.045)
O (4.861, 3.705, -2.658)
C (4.633, 4.198, -1.538)
O (5.028, 5.263, -1.039)
C (3.693, 3.364, -0.641)
C (3.504, 3.698, 0.712)
C (2.636, 2.964, 1.483)
N (1.983, 1.951, 0.897)
C (2.130, 1.579, -0.341)
C (3.015, 2.278, -1.167)
C (2.863, -1.284, 0.529)
O (3.290, -1.721, -0.528)
O (1.612, -1.401, 0.946)
H (4.048, 4.542, 1.110)
H (2.435, 3.152, 2.530)
H (3.234, 2.037, -2.199)
O (-0.990, -0.613, 0.954)
As (-2.203, -1.004, -0.123)
C (-2.708, 0.200, -1.541)
C (-2.818, -0.281, -2.842)
C (-3.244, 0.567, -3.857)
C (-3.548, 1.890, -3.574)
C (-3.435, 2.368, -2.275)
C (-3.025, 1.525, -1.252)
C (-1.839, -2.718, -0.889)
C (-0.568, -3.231, -0.644)
C (-0.236, -4.474, -1.170)
C (-1.158, -5.188, -1.920)
C (-2.425, -4.670, -2.160)
C (-2.768, -3.429, -1.645)
C (-3.773, -1.116, 0.973)
C (-4.580, -2.247, 1.009)
C (-5.691, -2.271, 1.844)
C (-5.977, -1.179, 2.648)
C (-5.146, -0.066, 2.637)
C (-4.040, -0.029, 1.803)
H (-2.557, -1.303, -3.082)
H (-3.323, 0.189, -4.868)
H (-3.867, 2.552, -4.368)
H (-3.659, 3.401, -2.050)
H (-2.907, 1.910, -0.247)
H (0.155, -2.662, -0.069)
H (0.753, -4.874, -0.989)
H (-0.889, -6.154, -2.327)
H (-3.141, -5.227, -2.749)
H (-3.755, -3.024, -1.846)
H (-4.346, -3.118, 0.411)
H (-6.319, -3.152, 1.874)
H (-6.836, -1.204, 3.305)
H (-5.340, 0.770, 3.296)
H (-3.359, 0.814, 1.849)
C (2.255, -0.578, -3.013)
S (0.512, -0.315, -2.840)
C (0.369, 1.391, -3.347)
O (0.206, -0.353, -1.357)
H (2.474, -0.453, -4.073)
H (2.470, -1.587, -2.670)
H (2.811, 0.127, -2.396)
H (1.225, 1.977, -3.034)
H (-0.537, 1.764, -2.872)
H (0.249, 1.410, -4.428)

Atoms 1-3, force components in eV/Å:
0.1 0.6 -0.1
0.0 0.0 0.0
0.0 0.2 -0.2

The multiplicity is 1. For the LUMO energy, the calculation gives 1.9 eV. The calculation puts the energy relative to the best compared isomer or geometry (same formula, charge and spin) at 48.7 kcal per mole. Its net charge is -1. For the HOMO energy, the calculation gives -3.3 eV.

Respective Kohn-Sham gap values: 5.22; 5.17 eV.